C2H5NOS in the gas phase at a distorted geometry. Source: OMol25; level of theory: ωB97M-V/def2-TZVPD.

The geometry in ORCA input format:
```
! wB97M-V def2-TZVPD RIJCOSX def2/J DEFGRID3
* xyz 0 1
S -1.601 -0.729 1.804
O -2.979 -1.095 1.382
N 0.494 0.158 0.368
C -0.719 -0.466 0.480
C 1.149 0.481 -0.926
H 1.842 -0.378 -1.248
H -1.134 -0.512 -0.741
H 0.807 0.623 1.180
H 1.777 1.312 -0.673
H 0.362 0.606 -1.627
*
```

Summary:
LUMO level (alpha / beta) = 0.55 / 0.55 eV
E_tot = -16525.394 eV
E_HOMO (alpha / beta) = -0.291 / -0.291 Eh
strongest force on any atom = 5.67 eV/Å
energy above the lowest of the compared OMol25 structures with the same formula, charge and spin = 2.988 eV
orbital gap (alpha / beta) = 8.464 / 8.464 eV